Entry 1:
91
Properties=species:S:1:pos:R:3 method="wB97M-V/def2-TZVPD" homo_ev=-8.9 smiles="NCCCC1=C(C(=O)NC(=O)F)C(=O)c2ccccc2C1=O.O=C1C=C(O)C(=O)C=C1O.O=C1C=C(O)C(=O)C=C1O.O=C1C=C(O)C(=O)C=C1O.O=C1C=C(O)C(=O)C=C1O" e_lumo_ev=-1.7
F 5.83 -3.66 -2.42
O -2.31 -0.99 4.31
O 1.68 1.19 0.67
O -1.05 4.48 -7.56
O -4.14 1.13 -6.45
O 2.94 -2.08 -6.85
O -2.61 0.21 -4.50
O 2.89 -4.72 -5.11
O 1.18 -0.19 -2.54
O -1.57 3.82 2.80
O -1.12 2.07 7.67
O -7.84 -3.70 8.72
O -5.73 -3.65 10.33
O 1.39 2.15 6.85
O -5.31 -2.27 5.03
O 2.44 3.19 -0.89
O -3.20 -2.31 6.60
O 5.90 -1.96 -3.80
O 0.51 3.50 -5.66
O 0.22 -0.96 3.55
O -0.86 5.80 1.19
N 4.99 -4.01 -4.50
N 1.49 -2.46 1.31
C -0.60 3.60 1.92
C 2.64 1.67 -4.08
C 0.02 2.42 1.81
C 3.16 2.49 -5.02
C 2.60 0.34 -4.31
C -5.48 -2.63 6.30
C 0.93 0.60 5.16
C -1.47 -0.21 4.98
C 3.58 -3.81 -4.72
C -4.36 -2.98 8.55
C 0.55 1.36 6.20
C 1.08 2.24 0.83
C 1.35 -2.68 -1.15
C -5.55 -3.32 9.05
C 2.52 -2.91 -2.14
C -6.68 -2.98 6.80
C -3.09 1.72 -6.29
C 1.73 -1.75 0.03
C -1.84 0.54 6.02
C -0.05 -0.24 4.49
C -1.48 3.44 -6.86
C -0.98 1.81 -4.98
C 3.09 -0.14 -5.49
C 3.67 2.00 -6.17
C -6.79 -3.36 8.20
C 0.83 4.59 0.08
C -0.24 4.76 1.05
C 2.52 -2.02 -3.35
C -0.86 1.37 6.71
C 3.00 -1.60 -5.74
C -0.56 2.94 -5.79
C 2.01 -0.61 -3.32
C -4.24 -2.62 7.14
C 3.00 -2.44 -4.51
C -2.17 1.24 -5.21
C 3.64 0.67 -6.41
C 1.45 3.41 -0.02
C -2.67 2.86 -7.09
C 5.59 -3.10 -3.60
H -0.23 1.57 2.43
H -6.68 -3.86 10.42
H 3.47 -2.80 -1.62
H 1.19 -1.76 1.98
H -1.85 4.75 2.67
H 1.09 -0.89 -0.01
H 0.52 -2.27 -1.71
H 2.25 2.05 -3.16
H 4.08 2.70 -6.88
H -3.49 -0.02 -4.87
H 4.04 0.27 -7.33
H 5.51 -3.94 -5.37
H -3.35 3.21 -7.86
H 2.71 2.26 -0.75
H 1.05 -3.65 -0.78
H -7.58 -2.99 6.20
H -4.36 -2.07 4.94
H 3.15 3.55 -4.82
H 0.87 2.58 7.56
H 1.94 0.59 4.79
H 2.34 -2.91 1.62
H 1.09 5.44 -0.54
H -1.78 -1.42 3.61
H 2.78 -1.48 -0.08
H -3.46 -2.95 9.15
H 2.47 -3.95 -2.43
H -2.86 0.56 6.38
H -0.17 4.70 -7.20
H -0.31 1.47 -4.20

=====

Entry 2:
79
Properties=species:S:1:pos:R:3 method="wB97M-V/def2-TZVPD" homo_ev="-7.2 / -7.5" multiplicity=2 s_squared=0.794 e_lumo_ev="-0.9 / -1.3"
Fe -0.07 -0.05 1.40
S -1.18 3.52 3.81
S -2.36 -2.26 2.57
P -0.23 -0.19 -0.98
O -3.74 1.61 0.31
O -2.08 0.10 0.26
N -1.08 -2.53 0.25
N 2.19 -0.68 1.46
N -3.31 -3.22 0.33
N 0.00 -2.01 0.96
N -0.23 2.02 1.93
C -2.34 -2.75 -3.15
C 1.06 -2.71 1.08
C -2.16 -2.03 -2.00
C -0.14 -3.73 -2.92
C 0.73 -1.24 5.52
C -0.92 -2.09 -1.21
C 2.30 0.72 -1.39
C -3.30 2.05 -2.50
C 1.71 -0.83 -3.12
C -1.25 0.81 -2.15
C 4.59 -1.97 2.01
C 0.12 1.07 5.46
C 0.61 -1.33 4.14
C -0.87 1.11 -3.45
C 0.01 0.97 4.07
C 3.84 0.29 -3.18
C 4.50 -0.58 2.07
C -2.48 1.30 -1.68
C 3.27 0.01 1.79
C -1.36 -3.64 -3.61
C -2.84 1.02 -0.25
C -1.29 4.09 2.17
C 3.47 -2.69 1.68
C -0.40 2.08 3.23
C 1.37 -0.16 -1.93
C -2.93 2.31 -3.81
C -2.27 -2.62 0.95
C 0.25 -0.22 3.38
C -1.86 5.27 1.70
C -1.22 4.60 -0.53
C 2.27 -2.03 1.41
C 2.94 -0.61 -3.72
C -0.67 3.43 -0.06
C 0.11 -2.97 -1.82
C 3.52 0.96 -2.01
C -1.82 5.51 0.34
C -1.71 1.84 -4.28
C 0.48 -0.04 6.18
C -0.72 3.15 1.31
H 4.22 1.67 -1.58
H -0.08 2.02 5.95
H -4.20 -3.12 0.79
H 5.53 -2.46 2.22
H 4.79 0.48 -3.67
H -3.26 -2.63 -3.70
H 1.00 -1.50 -3.58
H 5.35 0.03 2.33
H -2.26 6.42 -0.05
H 1.03 -3.79 0.95
H 3.19 -1.14 -4.63
H 1.06 -3.03 -1.32
H -4.24 2.41 -2.10
H 0.64 -4.39 -3.29
H -1.54 -4.25 -4.48
H -2.32 5.97 2.39
H -1.19 4.81 -1.59
H -2.92 -1.33 -1.68
H 0.08 0.78 -3.84
H 3.15 1.08 1.85
H 0.80 -2.28 3.66
H -3.29 -3.35 -0.67
H 0.57 0.01 7.26
H 2.05 1.23 -0.46
H -3.59 2.86 -4.47
H 3.49 -3.77 1.62
H 1.00 -2.13 6.09
H -0.19 2.72 -0.73
H -1.40 2.04 -5.30

=====

no.,E_tot (eV)
1,-87558.2977
2,-117803.9097